[1]
The following is a DFT calculation (the ωB97M-V functional and the def2-TZVPD basis) of C30H24BF3N11O5SY as an isolated structure.

Relative energy (zero: lowest compared OMol25 entry of this formula, charge and spin) (kcal per mole): 38.3
Lowest unoccupied orbital energy (spin up / spin down) (eV): 2.34 / 0.34
Maximum force (eV Å⁻¹): 0.85
DFT total energy (eV): -78844.646
Frontier orbital gap (spin up / spin down) (Ha): 0.2862 / 0.2172

Structure (ORCA input):
```
! RIJCOSX wB97M-V def2-TZVPD def2/J DEFGRID3
* xyz -1 2
H 1.1699 -2.4315 -6.6793
C -2.8440 0.0504 -0.3633
H -1.9620 -1.7849 -3.3033
C 2.6071 -2.6930 2.0776
O -2.0521 0.9414 0.0930
N 1.7040 0.6351 3.0148
N 2.4165 -0.7452 5.5966
C 2.5737 1.4299 3.6609
H -6.4427 2.0962 1.6897
C 3.5371 1.4869 -3.2206
N -2.5784 -0.8581 -1.2705
H -3.1445 -0.0908 2.3456
O 3.1632 0.8359 -4.4518
H 0.5135 -3.6863 -0.1899
F 2.6104 4.2540 -1.6488
N -1.0992 -0.4566 2.4512
C 2.5940 -1.6756 -1.6110
C -1.1149 -1.2283 -2.8984
N -1.2814 -0.6831 -1.7532
C -4.7575 1.1681 0.7422
H 3.5594 0.7681 -2.4053
H -0.6508 -2.6649 -5.0115
N 1.5808 -1.8204 2.1350
S 3.6945 -2.4808 -2.5189
C 1.0364 -0.0485 -3.5686
C 2.1315 2.3307 -0.2989
C 1.1437 -1.7713 -5.8230
C -0.9770 -0.8957 4.6217
H 2.8428 2.2950 -3.0056
C -5.0384 -1.1293 0.0898
C -4.2473 0.0098 0.1623
H 2.9417 -0.7406 -6.3657
C 2.6059 -1.6202 6.5676
C 2.1441 -2.8986 6.2103
C 2.9843 3.6044 -0.5290
C -2.2983 -0.6354 4.3450
C 2.3219 -3.6476 1.1300
C 0.1136 -1.9114 -4.8681
H -3.1280 -0.6389 5.0287
F 4.2907 3.3262 -0.6476
N 1.8462 -1.4326 4.5810
C 2.1223 -0.8286 -5.6656
F 2.8460 4.4715 0.4936
O 0.9437 0.7737 -2.6408
C -6.8371 0.0488 1.1745
C 1.2320 2.6524 2.4370
H 3.2815 1.0125 4.3496
N 0.8799 1.3939 2.2325
H 2.1596 -3.8049 6.7889
C 1.6635 -2.7261 4.9356
N 0.6341 -2.1649 1.2173
H 2.9371 -4.4740 0.8241
H -6.9350 -2.0033 0.5581
O 2.6848 1.2902 0.0591
O 0.8948 2.4756 -0.4868
H 2.8168 3.6211 3.6649
H 4.5339 1.8730 -3.4167
N -0.2822 -0.7947 3.4703
H 1.1959 -3.4191 4.2572
C 1.0740 -3.2619 0.6276
C 0.0520 -1.1055 -3.7663
H -7.8455 0.0587 1.5696
C -6.3260 -1.1092 0.6022
C -2.3112 -0.3605 2.9683
C 2.1342 0.0074 -4.5422
N 1.7787 -1.1098 -0.9974
C 2.3059 2.7392 3.3250
H -4.1148 2.0349 0.8081
B 1.2454 -0.8261 3.2934
H 3.4453 -2.5962 2.7455
H 0.7303 3.4356 1.8931
Y 0.2272 0.2427 0.0355
H -4.6282 -2.0220 -0.3618
C -6.0519 1.1913 1.2423
H 3.0689 -1.2992 7.4869
H -0.4795 -1.1367 5.5454
*
```

Löwdin population analysis, charges in e, atoms 1 to 6: H 0.104; C -0.503; H 0.121; C -0.089; O -0.155; N 0.032

=====

[2]
The following is a DFT calculation (the ωB97M-V functional and the def2-TZVPD basis) of C30H24ClN3OReS2Te2 as an isolated structure in a non-equilibrium geometry.

Relative energy (zero: lowest compared OMol25 entry of this formula, charge and spin) (kcal per mole): 43.2
Lowest unoccupied orbital energy (spin up / spin down) (eV): -1.09 / -1.14
Maximum force (eV Å⁻¹): 1.80
DFT total energy (eV): -88926.323
Frontier orbital gap (spin up / spin down) (Ha): 0.1962 / 0.1797

Structure (ORCA input):
```
! RIJCOSX wB97M-V def2-TZVPD def2/J DEFGRID3
* xyz 0 2
C -3.1376 -1.4556 1.3423
H -1.4118 -6.6368 -0.4907
H 4.6110 -4.8181 -0.8470
C -3.4108 2.9216 0.8116
N 1.3051 -2.9062 -0.0765
H 3.8787 4.0984 -1.1497
H -4.3331 -3.2191 1.1505
H -3.8472 3.6160 1.5243
C -1.4566 1.9547 -0.2013
H -0.6480 3.2110 2.3262
C 3.6977 -2.8829 -0.6126
C -1.0288 -2.9078 0.4052
C 4.7780 -3.7480 -0.9015
C -4.2459 2.1341 0.0297
Te 2.2162 2.8450 1.4479
C 2.4426 -3.4994 -0.3786
H -0.7805 -0.2055 -1.8364
H 2.4414 -4.5773 -0.4962
C -1.8665 -0.9053 1.1706
H -3.3739 -5.3846 0.3291
H -1.6826 0.1158 1.4548
C 5.1952 -1.0186 -1.0597
S 1.2914 -0.3231 2.4727
H -6.0440 2.9196 0.9217
H 5.3295 0.0550 -1.1106
Re 1.1134 -0.9123 0.2714
N -0.8482 -1.5764 0.6718
H -6.1450 1.2193 0.4470
C -3.3598 -2.7601 1.0236
H -1.8143 4.5032 2.0730
C 6.2249 -1.8811 -1.3302
H -6.2060 2.4795 -0.7836
C 2.4581 4.6474 0.3719
H -4.2898 0.6609 -1.5291
H -0.4449 4.3100 0.9669
C 2.3329 6.9772 -0.4644
C -2.4096 -4.8996 0.2206
C 0.1028 -3.6472 -0.0211
C -3.6560 1.2777 -0.8945
H 3.7486 6.5768 -2.0403
C 3.1865 6.2048 -1.1929
H -2.4401 -0.6202 -2.1866
Cl 7.3143 -4.3442 -1.5836
H 2.1047 8.0252 -0.6048
C -0.0612 -0.7677 3.3850
C -2.2847 -3.5387 0.5505
C -0.0701 -4.9738 -0.3531
C -5.7431 2.1959 0.1639
C 3.9163 -1.4739 -0.6721
C -2.0216 2.8564 0.7066
C -1.1857 3.7701 1.5664
C -1.3212 -5.5899 -0.2281
H 0.7488 -5.5752 -0.7217
O 3.0096 -0.5743 -0.4089
Te 0.6643 1.6507 -0.4630
N -0.9968 -1.0730 4.0018
H -3.9222 -0.8259 1.7424
H -1.6708 0.7246 -3.0462
H 7.2053 -1.5197 -1.6109
C -1.7527 0.2218 -2.0773
C 3.2571 4.8728 -0.7131
C -2.2757 1.1707 -1.0264
C 6.0042 -3.2617 -1.2417
S 1.6081 6.0871 0.8047
*
```

Löwdin population analysis, charges in e, atoms 1 to 6: C -0.022; H 0.110; H 0.114; C -0.007; N -0.092; H 0.100

=====

[3]
The following is a DFT calculation (the ωB97M-V functional and the def2-TZVPD basis) of a 4-piece molecular cluster, C30H24F13INO12 overall in a non-equilibrium geometry.

Lowest unoccupied orbital energy (eV): -4.17
Maximum force (eV Å⁻¹): 3.95
DFT total energy (eV): -100976.039
Frontier orbital gap (Ha): 0.2537

Structure (ORCA input):
```
! RIJCOSX wB97M-V def2-TZVPD def2/J DEFGRID3
* xyz 1 1
H -7.7150 -1.2043 2.2444
I 4.4390 2.6270 3.8102
F -3.1091 0.1922 -3.8392
C -3.2365 5.8636 -6.1537
F -3.6196 -1.2075 -0.8234
C 1.6564 -0.8586 -2.3794
C 3.6788 0.9916 2.6148
C -5.3086 1.6494 4.3858
O -3.8459 3.5808 -5.5711
C -0.8764 -0.1968 -3.0163
H -5.1204 2.7008 6.4588
O -3.4683 5.6225 -7.3242
O 4.8302 -4.0682 1.1575
C -2.4271 -0.4906 -2.7969
O 8.5956 -5.6352 3.4934
O -4.3713 2.4254 4.4576
C -3.4100 4.7899 -5.1332
H 4.2568 -5.4046 -0.4409
F 1.9983 0.0208 -3.4232
H 4.2768 -0.9573 3.7032
C -4.2359 1.0137 -1.4921
H 1.3535 -0.1963 -0.1900
C 0.1108 -1.2922 -2.3859
H -2.0017 8.5161 -2.9972
F 0.0348 -2.4104 -3.2623
C -3.1470 5.0072 -3.8429
C -6.2086 1.4708 5.5615
C 4.5927 0.4230 1.3907
C -2.5325 7.4006 -4.4030
C 7.7486 -6.8908 1.5923
C -2.6798 6.3192 -3.3873
H 9.1692 -6.4183 3.3772
F -0.5052 1.1320 -2.6791
F -5.3480 0.4515 -2.1065
H 2.9698 -2.4375 -0.2736
C -7.5544 -0.1169 4.3007
C 5.7767 -6.0882 0.4134
H -3.9610 3.6804 -6.5361
C 3.7873 -0.9420 1.1328
H 6.6406 -3.9421 3.0422
O -5.9177 2.1832 6.6806
C -2.7921 7.1830 -5.6943
H 1.8365 -1.0334 1.9289
H 2.9399 -2.2322 2.5633
F -3.8472 2.2376 -2.0174
H 4.5778 -1.7501 1.3450
H 6.7914 -7.8730 -0.1083
O 4.8253 -6.1884 -0.5524
F -0.3094 -1.7763 -1.1302
F -0.6644 -0.2741 -4.4189
O -2.1225 8.6173 -3.9607
H 2.6187 -0.3410 4.2714
H -4.9219 0.9936 2.3393
H 4.7268 1.0897 0.4836
C -7.2574 0.6462 5.5166
N 2.7945 -1.2541 2.2466
C -5.5921 0.8684 3.1787
H 4.2239 -1.2297 -1.0275
C 5.7106 -4.9058 1.3193
H -7.9190 0.5094 6.3615
O -2.4159 6.5499 -2.2200
H -3.2666 4.2371 -3.0939
C 7.6650 -5.7214 2.5151
F 2.3848 -2.0630 -2.6551
H 2.6917 1.1791 2.0575
O -8.5094 -0.8674 4.2167
C 3.3278 -0.3940 3.3860
F -4.6288 1.2624 -0.1536
H -2.6871 7.9581 -6.4413
C 6.7310 -7.0119 0.5435
F -2.0663 0.3731 -0.4470
H 2.6999 0.6415 -1.0968
C -3.0183 -0.0456 -1.3810
H 5.5999 0.0311 1.7752
C 3.3185 -1.3456 -0.3356
O -6.9131 -0.6912 2.0249
F -2.7444 -1.8544 -3.0038
C -6.6387 0.0410 3.1345
C 6.7107 -4.7956 2.3812
C 2.1834 -0.3717 -0.9436
O 8.6413 -7.7026 1.7330
*
```

Löwdin population analysis, charges in e, atoms 1 to 6: H 0.119; I 0.851; F 0.101; C -0.312; F 0.089; C -0.289